Record 1
{"formula": "C36H41Cl3CrNO9PS4", "method": "ωB97M-V/def2-TZVPD", "symbols": ["Cr", "C", "C", "C", "O", "C", "H", "H", "H", "H", "H", "H", "H", "H", "S", "C", "N", "C", "C", "C", "C", "C", "C", "H", "H", "H", "H", "H", "C", "C", "C", "O", "P", "S", "S", "O", "C", "C", "C", "H", "H", "H", "H", "H", "H", "H", "H", "H", "H", "H", "H", "H", "H", "O", "H", "H", "Cl", "C", "Cl", "Cl", "C", "O", "O", "O", "C", "O", "C", "C", "C", "C", "C", "C", "H", "H", "H", "H", "H", "C", "C", "O", "S", "C", "C", "C", "C", "C", "C", "C", "C", "H", "H", "H", "H", "H", "H", "H"], "positions_angstrom": [[11.06419, 11.20604, 16.89093], [9.43508, 14.02938, 19.40252], [9.55649, 14.99592, 18.23690], [10.48243, 14.29024, 17.26308], [10.82242, 13.04072, 17.91134], [10.68690, 13.15460, 19.34419], [8.54958, 13.44750, 19.33584], [9.33177, 14.63606, 20.32199], [9.94110, 15.99555, 18.52932], [8.61248, 15.09154, 17.68984], [11.40037, 14.84193, 16.96700], [9.99435, 13.97351, 16.36487], [11.61945, 13.61340, 19.74439], [10.60928, 12.19774, 19.82962], [12.72143, 12.84896, 12.99490], [11.93295, 11.87316, 14.19644], [12.20111, 12.13961, 15.43416], [13.24342, 13.10562, 15.50751], [13.85358, 13.60545, 16.67764], [14.74917, 14.61654, 16.55810], [15.12792, 15.12324, 15.34140], [14.64261, 14.60268, 14.17038], [13.66222, 13.57467, 14.24859], [11.31129, 11.08153, 13.91450], [13.50135, 13.14210, 17.58090], [15.29256, 15.08629, 17.41411], [15.92410, 15.86036, 15.39667], [14.96018, 14.93026, 13.21188], [5.35709, 17.02085, 13.87948], [6.78375, 17.32689, 14.36608], [7.38273, 18.51357, 13.62108], [7.52134, 16.10371, 14.38436], [8.45630, 15.54310, 13.20912], [8.45431, 13.56532, 13.29990], [10.24487, 16.36483, 13.12369], [7.48820, 15.94695, 11.94948], [7.90352, 15.60600, 10.63842], [8.17737, 16.94537, 9.92193], [6.82199, 14.81097, 9.91204], [4.60233, 17.78476, 14.13056], [4.95961, 16.09377, 14.21498], [5.33539, 16.86588, 12.79204], [6.64098, 17.65872, 15.38580], [7.65581, 18.28486, 12.61808], [8.24663, 18.97842, 14.08631], [6.62772, 19.33252, 13.56160], [8.80554, 15.05944, 10.70250], [7.25732, 17.55858, 9.79797], [8.60369, 16.79826, 8.92558], [8.91040, 17.54180, 10.49165], [5.86651, 15.24868, 10.16546], [6.76684, 13.84892, 10.39190], [6.91162, 14.85584, 8.82002], [9.29739, 11.65840, 15.85229], [8.62808, 11.04080, 16.16773], [8.97563, 12.36266, 15.17902], [6.44400, 8.64019, 19.22651], [8.07420, 9.31102, 19.48271], [7.84337, 10.58183, 20.64362], [9.20330, 8.10346, 20.01577], [8.68966, 9.88960, 18.12466], [7.92878, 9.77189, 17.20463], [9.84220, 10.34214, 18.25584], [11.85263, 8.24889, 17.37353], [11.59710, 8.52165, 16.21521], [11.08994, 9.66387, 15.78311], [11.77371, 7.48849, 15.11882], [11.14555, 7.58541, 13.95606], [11.39925, 6.63674, 12.95713], [12.29154, 5.60802, 13.18020], [12.94760, 5.49966, 14.38795], [12.67865, 6.46180, 15.37066], [10.50481, 8.41798, 13.71386], [10.90977, 6.76917, 12.01656], [12.49592, 4.92639, 12.34849], [13.47484, 4.59740, 14.63478], [13.16308, 6.33848, 16.32755], [18.59924, 9.85460, 25.44168], [17.96995, 9.91077, 24.05703], [17.77089, 9.03827, 23.23913], [17.27774, 11.51915, 23.79887], [16.21958, 11.22771, 22.36508], [16.72620, 10.97369, 21.10980], [15.84322, 10.91424, 20.04550], [14.45071, 11.06229, 20.21420], [13.95977, 11.24877, 21.51918], [14.86094, 11.42508, 22.55105], [13.54961, 11.04538, 19.08773], [12.76524, 10.91804, 18.16347], [19.61249, 9.44027, 25.34201], [18.00947, 9.19343, 26.06661], [18.63421, 10.83349, 25.89692], [17.82555, 10.89542, 21.03977], [16.13340, 10.79070, 19.03912], [12.90567, 11.37067, 21.75475], [14.50987, 11.58705, 23.58016]], "forces_ev_per_angstrom": [[0.190, -0.208, 1.098], [0.648, 1.265, 1.526], [-0.089, 0.494, -0.829], [0.913, -0.217, -0.055], [0.722, -0.881, -0.032], [0.214, 1.263, -0.230], [-0.674, -0.781, -0.205], [0.224, -0.547, -0.129], [-0.289, -0.651, -0.175], [-0.015, 0.417, 0.470], [-0.441, -0.285, 0.455], [-0.353, 0.183, -0.614], [-0.611, 0.110, -0.225], [-0.264, -0.550, -0.334], [-0.040, -0.657, 0.551], [0.929, 1.402, -0.403], [1.186, 0.607, -0.130], [-0.030, 0.189, -0.271], [-1.542, -0.965, -0.480], [0.998, 0.706, 1.915], [0.862, 0.168, -0.852], [-1.074, -0.939, 0.092], [0.228, 0.847, 0.794], [-1.137, -0.828, -0.304], [0.276, 0.158, 0.529], [-0.872, -0.785, -0.405], [-0.230, 0.101, -0.585], [0.266, 0.393, -0.613], [-0.204, 0.495, -1.334], [-1.314, 0.438, -0.270], [-0.515, 0.957, 0.280], [0.205, 0.333, 0.285], [0.196, -0.260, -0.309], [-0.046, -0.472, 0.299], [-0.329, 0.172, -0.014], [-0.056, -0.225, 0.681], [-0.675, 1.854, -1.283], [0.118, 0.354, 0.045], [-0.100, 0.598, 0.854], [0.555, 0.033, 0.002], [0.025, -0.886, 0.922], [0.175, 0.420, 0.091], [0.464, -0.305, 0.604], [0.155, -0.330, -0.787], [0.219, -0.352, 0.294], [0.213, -0.655, 0.132], [1.087, -0.747, -0.068], [0.388, -0.498, 0.205], [-0.066, -0.155, 0.000], [-0.301, -0.291, -0.095], [-0.371, 0.474, -0.040], [0.162, -0.819, -0.470], [0.270, -0.476, 0.339], [0.682, 1.823, -1.058], [-0.929, -0.518, -0.121], [0.367, -1.220, 0.984], [0.222, -0.379, -0.109], [-0.026, -0.048, -0.839], [0.384, 0.904, 0.785], [0.208, -0.584, 0.548], [-1.068, -0.909, 2.130], [-0.355, 0.606, -2.346], [1.027, 0.908, -0.232], [0.044, 0.138, -0.547], [-0.601, -0.170, 0.263], [0.640, -0.581, 0.304], [1.708, 0.533, 3.143], [-0.905, -0.220, -3.181], [0.038, 0.517, 0.525], [-0.100, -0.161, -1.272], [-0.946, 0.550, 0.996], [0.355, -1.324, -0.545], [-0.219, 0.083, 0.253], [-0.182, -0.168, -0.519], [-0.082, -0.005, 0.428], [0.643, -0.004, -0.021], [-0.152, 0.376, 0.184], [0.695, -0.796, -0.859], [-1.283, -0.096, -0.513], [0.974, 0.107, 1.262], [-0.417, 0.321, -0.687], [0.211, 0.694, 0.863], [0.790, 0.151, -0.089], [-0.860, 0.167, 0.433], [-0.168, -0.033, 0.303], [0.202, 0.636, -0.139], [-0.235, -0.723, 1.043], [0.230, -0.450, 0.204], [-0.912, 0.477, -0.480], [-0.242, 0.077, 0.189], [-0.106, -0.168, 0.044], [0.051, 0.231, 0.035], [-0.793, -0.110, -0.434], [0.740, -0.231, -0.879], [0.086, -0.135, -0.409], [0.031, 0.062, -0.559]], "homo_ev": [-5.041, -5.041], "de_lowest_ev": 1.129, "s2": 3.78, "spin_multiplicity": 4, "total_charge": -1}

=====

Record 2
{"formula": "C36H41ClF15NO23", "method": "ωB97M-V/def2-TZVPD", "symbols": ["C", "C", "C", "C", "C", "C", "O", "C", "O", "C", "O", "C", "O", "C", "C", "C", "N", "C", "Cl", "O", "C", "C", "F", "F", "C", "F", "F", "C", "F", "F", "C", "F", "F", "F", "H", "H", "H", "H", "H", "H", "H", "H", "H", "H", "H", "H", "H", "H", "H", "H", "H", "H", "H", "H", "H", "H", "H", "O", "C", "O", "C", "C", "F", "O", "H", "H", "H", "O", "C", "O", "C", "C", "F", "O", "H", "H", "H", "O", "C", "O", "C", "C", "F", "O", "H", "H", "H", "O", "C", "O", "C", "C", "F", "O", "H", "H", "H", "O", "C", "O", "C", "C", "F", "O", "H", "H", "H", "O", "C", "O", "C", "C", "F", "O", "H", "H", "H"], "positions_angstrom": [[1.74532, -4.93532, 2.10714], [2.04730, -3.90584, 1.52891], [2.03838, -2.59609, 0.86495], [1.25241, -1.50967, 1.61735], [1.57564, -0.16372, 0.91147], [2.84034, 0.50851, 1.42284], [3.21475, 1.52579, 0.45167], [4.56720, 1.58137, 0.29906], [5.06636, 1.36412, -0.77131], [1.81386, -1.49474, 3.03818], [1.26854, -0.41240, 3.77779], [1.33779, -0.71131, 5.15909], [-0.13378, -1.72297, 1.78221], [-0.79701, -2.45231, 0.78093], [-0.80255, -1.79200, -0.60541], [-1.32130, -2.80332, -1.65943], [-2.78464, -2.75721, -1.82400], [-2.29826, -2.51392, 1.24474], [-2.92860, -4.19801, 1.26892], [-2.42473, -1.88231, 2.49093], [-3.76862, -1.76584, 2.87860], [-3.96060, -0.55110, 3.75510], [-3.21503, -0.74221, 4.85988], [-5.20962, -0.46321, 4.17800], [-3.48775, 0.82084, 3.17105], [-4.23949, 1.78723, 3.77140], [-2.25598, 1.06233, 3.52226], [-3.69974, 1.02692, 1.65761], [-4.83453, 0.49280, 1.23545], [-2.66299, 0.53167, 1.01490], [-3.73871, 2.55300, 1.28771], [-3.41567, 2.63651, 0.00202], [-4.94041, 3.05567, 1.40660], [-2.84707, 3.24348, 1.94184], [1.40796, -5.82063, 2.56763], [3.07318, -2.26539, 0.81531], [1.72741, -2.75870, -0.16587], [1.72709, -0.30604, -0.15785], [0.72784, 0.50325, 1.05833], [3.66225, -0.18121, 1.61395], [2.62168, 1.02696, 2.35588], [5.16411, 1.84766, 1.18348], [1.46667, -2.41427, 3.51932], [2.90746, -1.52894, 3.06320], [0.57361, -1.44282, 5.44330], [1.20311, 0.20819, 5.71787], [2.30444, -1.16500, 5.40095], [-0.50363, -3.50102, 0.73157], [-1.48998, -0.94949, -0.65910], [0.18784, -1.50835, -0.94404], [-0.93236, -3.80355, -1.47973], [-0.87138, -2.47686, -2.59305], [-3.09034, -3.65617, -2.16714], [-3.06730, -2.01401, -2.44350], [-2.92039, -1.95440, 0.55476], [-4.48316, -1.78121, 2.05219], [-4.02001, -2.62872, 3.50206], [-2.33761, 4.69541, 8.80323], [-2.51125, 4.57278, 7.63940], [-3.52527, 3.86378, 7.07898], [-3.47024, 4.07133, 5.66366], [-2.02915, 4.46122, 5.45972], [-1.88544, 5.33495, 4.43117], [-1.71216, 5.11846, 6.67326], [-4.15453, 4.87618, 5.38728], [-3.74252, 3.16832, 5.12327], [-1.34956, 3.61896, 5.31412], [-10.02652, 5.91892, 2.35653], [-9.54425, 4.84102, 2.40988], [-8.23259, 4.59155, 2.66894], [-8.07673, 3.17528, 2.78446], [-9.25870, 2.66216, 2.00234], [-9.72297, 1.49119, 2.50503], [-10.22715, 3.67220, 2.21124], [-8.12488, 2.88777, 3.83616], [-7.12545, 2.85192, 2.37149], [-9.07770, 2.54754, 0.93175], [1.21229, -2.53409, -3.56575], [1.13379, -2.59898, -4.74815], [2.18762, -2.55277, -5.59395], [1.69394, -2.79962, -6.91938], [0.24618, -2.40413, -6.79124], [-0.55591, -3.14486, -7.59085], [-0.03856, -2.72128, -5.43499], [1.81042, -3.85763, -7.15847], [2.23019, -2.21081, -7.65291], [0.04910, -1.34574, -6.96575], [7.30935, 6.58539, -4.39969], [7.24051, 5.54612, -3.83747], [6.08183, 4.91994, -3.50926], [6.41890, 3.63571, -2.97112], [7.83358, 3.85519, -2.50133], [8.57987, 2.72776, -2.60475], [8.31931, 4.81576, -3.42240], [6.36066, 2.88379, -3.75908], [5.74458, 3.35686, -2.16655], [7.91742, 4.24987, -1.48697], [5.10436, -2.27174, 1.89646], [5.61330, -3.32286, 2.10901], [6.86983, -3.47230, 2.59148], [7.07342, -4.86425, 2.84421], [6.05895, -5.49794, 1.92764], [5.57440, -6.65272, 2.44418], [5.02028, -4.53254, 1.89788], [6.86641, -5.07913, 3.89357], [8.09507, -5.15746, 2.61573], [6.41544, -5.67780, 0.91177], [1.23420, -1.61743, -9.62906], [0.74187, -0.57094, -9.89501], [-0.40813, -0.10300, -9.34760], [-0.59476, 1.23880, -9.81409], [0.21535, 1.24174, -11.08600], [0.76189, 2.45509, -11.32861], [1.24969, 0.31615, -10.79199], [-0.20023, 1.93947, -9.07695], [-1.64766, 1.45204, -9.97995], [-0.32903, 0.90740, -11.97086]], "forces_ev_per_angstrom": [[0.569, 1.972, -1.208], [-1.464, -1.590, 1.018], [0.591, -0.787, 0.118], [1.143, 0.429, 0.138], [-0.056, -0.132, 0.024], [-0.523, 0.762, 0.628], [0.871, -0.413, 0.154], [-0.468, -0.304, -1.137], [0.150, 0.497, 0.448], [-1.014, -0.426, 0.495], [0.423, -0.040, -0.041], [0.035, -0.185, -0.150], [0.354, -0.217, -0.403], [-1.481, 0.603, 0.080], [-0.314, -1.507, -0.393], [0.130, 1.417, -0.794], [0.233, -0.687, 0.926], [0.493, 1.047, 0.384], [0.074, -0.027, 0.066], [-0.263, -0.205, -0.218], [-0.404, -0.802, 0.212], [1.469, -0.405, -0.246], [0.511, 0.086, 0.648], [-1.365, 0.158, -0.208], [-1.584, -0.298, 0.176], [-0.663, 0.103, 0.054], [1.513, 0.018, -0.137], [0.630, 1.734, 0.882], [-0.755, -0.637, -0.219], [0.686, -0.818, -0.681], [0.366, -1.199, -1.132], [0.076, 0.013, -0.870], [-0.962, 0.560, 0.637], [0.491, 0.684, 1.021], [0.110, -0.420, 0.242], [0.078, 0.249, -0.111], [-0.222, 0.226, -0.052], [-0.181, -0.082, -0.087], [-0.008, 0.075, -0.043], [0.042, -0.079, -0.349], [0.060, -0.117, 0.117], [-0.219, -0.107, 0.174], [0.057, -0.148, -0.161], [0.045, 0.294, -0.045], [-0.128, 0.084, -0.047], [-0.024, 0.081, 0.066], [0.112, 0.201, 0.133], [0.665, 0.089, -0.062], [0.278, 0.332, 0.268], [0.081, 0.206, 0.228], [-0.336, -0.155, 0.180], [0.217, -0.240, -0.100], [-0.354, 0.188, -0.191], [0.056, -0.132, -0.243], [-0.200, -0.455, -0.374], [0.155, 0.240, -0.172], [-0.197, 0.069, 0.117], [-0.014, 0.052, -0.056], [-0.094, 0.090, 0.279], [0.266, 0.144, -0.130], [-0.341, -0.331, -0.120], [-0.037, 0.434, -0.082], [0.071, -0.038, 0.040], [-0.060, -0.467, 0.016], [0.173, 0.120, -0.039], [0.062, 0.136, 0.407], [0.049, 0.068, -0.125], [-0.009, -0.055, 0.047], [-0.091, 0.267, 0.125], [-0.234, -0.197, -0.107], [0.458, -0.028, 0.050], [-0.279, -0.144, 0.343], [-0.030, 0.026, -0.078], [0.389, 0.127, -0.274], [-0.180, -0.100, -0.042], [0.024, 0.210, -0.050], [-0.056, -0.131, 0.013], [0.105, -0.035, -0.032], [0.149, -0.108, 0.167], [-0.357, -0.028, 0.012], [0.432, 0.060, -0.161], [-0.171, -0.415, -0.156], [-0.066, 0.040, 0.118], [0.272, 0.385, 0.005], [-0.204, -0.016, 0.008], [0.114, 0.090, 0.178], [-0.101, -0.037, -0.079], [0.029, -0.055, -0.033], [-0.067, 0.150, -0.228], [0.341, -0.040, 0.062], [-0.456, -0.120, 0.192], [0.203, -0.271, -0.318], [0.051, 0.083, 0.033], [-0.323, 0.177, 0.305], [0.193, -0.029, 0.023], [-0.090, 0.146, -0.052], [0.098, -0.102, 0.022], [-0.040, 0.022, 0.059], [-0.077, 0.057, 0.119], [-0.202, -0.125, -0.106], [0.434, -0.018, 0.106], [-0.337, -0.248, 0.271], [-0.032, 0.028, -0.087], [0.667, 0.337, -0.202], [-0.154, -0.094, -0.058], [0.017, 0.215, -0.077], [-0.062, -0.123, 0.011], [-0.001, 0.154, 0.023], [0.140, -0.127, 0.036], [0.187, 0.076, -0.171], [-0.402, 0.089, 0.162], [0.308, 0.315, 0.071], [0.022, -0.079, -0.041], [-0.437, -0.238, -0.030], [0.138, 0.041, -0.125], [-0.028, -0.232, 0.051], [0.059, 0.093, -0.060]], "homo_ev": -9.144, "smiles": "C#CC[C@](CCOC=O)(COC)O[C@H](CCN)[C@@H](Cl)OCC(F)(F)C(F)(F)C(F)(F)C(F)(F)F.O=C1OC[C@@H](F)O1.O=C1OC[C@@H](F)O1.O=C1OC[C@@H](F)O1.O=C1OC[C@@H](F)O1.O=C1OC[C@@H](F)O1.O=C1OC[C@@H](F)O1"}